[1]
Density functional theory data (ωB97M-V/def2-TZVPD) for 2 unconnected molecules or ions with the total composition C38H57N2O4.

```
101
C38H57N2O4, DFT ωB97M-V/def2-TZVPD
C -2.010 0.790 1.853
C -2.721 -0.686 2.050
C -1.562 -1.739 2.536
C -1.965 -3.288 2.050
C -1.312 -3.460 0.548
C -1.786 -4.808 -0.255
C -0.722 -5.367 -1.370
C 0.295 -4.240 -1.989
C 0.428 -4.596 -3.618
C 2.015 -4.451 -4.018
C 2.459 -2.925 -4.475
C 1.440 -1.877 -5.225
C 1.955 -0.363 -5.708
O 0.979 0.480 -6.414
C 3.482 0.168 -5.448
C 4.127 1.598 -5.907
C 3.088 2.862 -5.959
C 3.989 4.164 -6.499
C 4.688 4.960 -5.244
C 5.965 5.877 -5.775
N 6.805 6.177 -4.517
C 4.505 -0.892 -4.662
C 4.003 -2.412 -4.178
C 5.137 -3.381 -3.425
O 5.301 -4.685 -3.685
C 6.112 -2.569 -2.335
C 6.509 -3.231 -0.878
C 7.434 -2.343 0.163
C 7.941 -0.833 -0.312
C 7.540 -0.169 -1.790
C 6.612 -1.048 -2.819
C 6.095 -0.506 -4.314
O 6.907 0.140 -5.164
H -1.286 0.931 2.780
H -2.841 1.625 1.857
H -1.393 0.759 0.857
H -3.207 -1.089 1.042
H -3.559 -0.648 2.895
H -1.408 -1.801 3.702
H -0.561 -1.442 1.973
H -3.143 -3.346 1.955
H -1.515 -4.067 2.798
H -1.705 -2.532 -0.085
H -0.148 -3.324 0.645
H -2.828 -4.714 -0.789
H -1.904 -5.669 0.560
H -0.114 -6.259 -0.918
H -1.378 -5.815 -2.259
H 1.364 -4.400 -1.535
H -0.092 -3.136 -1.940
H 0.106 -5.710 -3.852
H -0.298 -3.902 -4.218
H 2.741 -4.894 -3.201
H 2.172 -5.130 -4.987
H 0.328 -2.174 -5.439
H 0.083 0.020 -6.235
H 5.001 1.920 -5.161
H 4.631 1.516 -6.973
H 2.614 3.158 -4.920
H 2.237 2.736 -6.787
H 3.326 4.864 -7.199
H 4.820 3.714 -7.229
H 5.062 4.132 -4.478
H 3.872 5.666 -4.781
H 5.587 6.860 -6.308
H 6.639 5.318 -6.571
H 6.943 5.246 -4.042
H 6.188 6.792 -3.911
H 6.123 -4.307 -0.553
H 7.740 -2.763 1.236
H 8.604 -0.212 0.437
H 7.926 0.902 -2.070
C -5.488 0.796 8.054
C -4.794 1.630 6.940
C -5.044 3.142 7.187
C -6.464 3.585 6.844
C -6.843 3.164 5.428
C -6.624 1.652 5.157
N -5.270 1.173 5.593
O -4.337 1.620 4.639
C -7.730 0.826 5.868
C -6.902 1.383 3.640
C -3.272 1.347 7.172
H -5.600 -0.252 7.754
H -4.902 0.796 8.982
H -6.467 1.184 8.339
H -4.343 3.740 6.589
H -4.837 3.393 8.236
H -7.179 3.178 7.566
H -6.535 4.677 6.929
H -7.891 3.433 5.245
H -6.249 3.759 4.721
H -7.530 -0.249 5.792
H -8.711 1.004 5.410
H -7.859 1.076 6.920
H -6.269 1.988 2.981
H -7.937 1.634 3.379
H -6.747 0.326 3.391
H -3.038 0.287 7.009
H -2.976 1.595 8.199
H -2.625 1.945 6.521
```

Its HOMO-LUMO gap is 1.3 eV. The calculation puts the HOMO energy at -9.43 eV. As for the total energy: -1891.30721 hartree. As for the net charge: +1.

[2]
Density functional theory data (ωB97M-V/def2-TZVPD) for a molecular structure, C38H58IrN4O3P3STe.

```
109
C38H58IrN4O3P3STe, DFT ωB97M-V/def2-TZVPD
Ir -0.222 -1.486 -0.563
C -1.824 2.732 -6.042
O -2.586 1.562 -6.246
C -2.364 0.501 -5.446
C -3.202 -0.616 -5.655
C -3.075 -1.717 -4.862
C -2.151 -1.779 -3.801
C -2.085 -2.939 -2.959
C -2.596 -4.257 -3.498
O -1.623 -2.947 -1.805
C -1.286 -0.657 -3.587
O -0.365 -0.628 -2.687
C -1.415 0.455 -4.447
H -2.234 3.476 -6.723
H -0.767 2.567 -6.273
H -1.915 3.089 -5.011
H -3.929 -0.577 -6.448
H -3.741 -2.550 -5.016
H -2.693 -4.258 -4.575
H -3.556 -4.495 -3.044
H -1.898 -5.037 -3.201
H -0.727 1.271 -4.276
C -2.232 -2.719 2.525
P -1.037 -3.129 1.190
C -1.612 -4.843 0.826
C 0.515 -3.456 2.104
C 0.508 -3.711 3.470
C 1.690 -3.868 4.172
C 2.898 -3.788 3.502
C 2.919 -3.559 2.137
C 1.738 -3.387 1.424
P 1.753 -2.951 -0.352
C 1.678 -4.565 -1.227
C 3.497 -2.493 -0.663
H -2.418 -3.591 3.151
H -3.172 -2.424 2.059
H -1.862 -1.894 3.129
H -1.277 -5.502 1.626
H -1.224 -5.188 -0.127
H -2.698 -4.834 0.779
H -0.427 -3.770 4.003
H 1.667 -4.032 5.239
H 3.826 -3.890 4.043
H 3.871 -3.505 1.634
H 2.389 -5.265 -0.790
H 1.919 -4.398 -2.276
H 0.676 -4.976 -1.169
H 4.168 -3.345 -0.550
H 3.790 -1.691 0.013
H 3.565 -2.126 -1.687
Te 1.994 0.489 -2.327
C 3.963 1.219 -2.371
C 5.142 0.552 -2.136
C 6.288 1.347 -2.293
C 5.990 2.627 -2.660
S 4.303 2.865 -2.824
H 5.185 -0.484 -1.847
H 7.290 0.988 -2.134
H 6.667 3.439 -2.840
N 0.391 0.180 0.423
P -0.274 1.316 1.270
N 0.599 2.732 1.149
C 2.010 2.691 0.830
C 2.362 3.825 -0.130
C 1.975 5.169 0.478
C 0.497 5.160 0.855
C 0.200 3.974 1.776
N -1.829 1.784 0.799
C -1.858 2.379 -0.536
C -3.304 2.540 -0.982
C -3.938 1.163 -1.209
C -3.339 0.134 -0.246
C -2.888 0.813 1.042
N -0.524 0.830 2.863
C 0.517 0.009 3.442
C 1.347 0.781 4.464
C 0.429 1.341 5.547
C -0.638 2.225 4.907
C -1.402 1.445 3.836
H 2.219 1.716 0.379
H 2.615 2.799 1.744
H 1.826 3.675 -1.070
H 3.433 3.804 -0.339
H 2.175 5.977 -0.226
H 2.578 5.345 1.370
H -0.103 5.089 -0.056
H 0.236 6.084 1.372
H -0.865 3.918 2.004
H 0.758 4.120 2.713
H -1.314 1.754 -1.259
H -1.360 3.348 -0.480
H -3.356 3.132 -1.895
H -3.845 3.087 -0.206
H -3.764 0.837 -2.235
H -5.017 1.235 -1.057
H -2.454 -0.353 -0.693
H -4.065 -0.649 -0.024
H -2.506 0.064 1.740
H -3.744 1.321 1.507
H 1.141 -0.352 2.617
H 0.065 -0.857 3.944
H 1.866 1.602 3.964
H 2.096 0.117 4.900
H 1.007 1.916 6.273
H -0.050 0.515 6.079
H -0.162 3.096 4.456
H -1.341 2.574 5.665
H -2.100 2.101 3.315
H -1.977 0.651 4.334
```

The expectation value of S² is 0.831. Its spin multiplicity is 2. Its HOMO-LUMO gap (spin up / spin down) is 5.5 / 5.6 eV. The calculation puts the HOMO energy (spin up / spin down) at -9.38 / -9.56 eV. As for the total energy: -3721.92980 hartree. The value obtained for the energy above the lowest of the compared OMol25 structures with the same formula, charge and spin is 108.46 kcal/mol. As for the net charge: +1.

Number 1: largest force on an atom 11.0 eV/A. Number 2: largest force on an atom 2.6 eV/A.